The following is a DFT calculation (the ωB97M-V functional and the def2-TZVPD basis) of 2 unconnected molecules or ions with the total composition C3HN3O2 at a distorted geometry.

CARTESIAN COORDINATES (ANGSTROEM)
C: 2.082 2.229 0.678
C: -1.947 -2.428 -0.138
C: -0.106 0.298 -1.088
N: -0.832 -0.598 -1.094
N: 1.237 1.540 1.167
N: -1.792 -1.480 -0.887
O: 3.005 2.795 0.294
O: -2.209 -3.384 0.411
H: 0.562 1.027 0.657

For the largest force on an atom, the calculation gives 2.60 eV/A. Its molar mass is 111.06 g mol⁻¹.

The following is a DFT calculation (the ωB97M-V functional and the def2-TZVPD basis) of a molecular structure, C19H44N3Si4TeTi.

CARTESIAN COORDINATES (ANGSTROEM)
Ti: 1.394 -0.100 0.646
N: 3.438 -0.278 -0.400
C: 4.690 -0.011 0.350
C: 5.014 -1.171 1.296
C: 3.771 -1.561 2.085
C: 3.228 -0.422 2.943
N: 1.748 -0.445 2.852
H: 3.553 -1.111 -0.971
H: 3.258 0.493 -1.039
H: 4.520 0.921 0.889
H: 5.536 0.159 -0.318
H: 5.853 -0.883 1.931
H: 5.340 -2.045 0.726
H: 3.906 -2.470 2.671
H: 3.017 -1.832 1.333
H: 3.514 0.551 2.550
H: 3.602 -0.488 3.966
H: 1.354 0.352 3.345
H: 1.380 -1.282 3.298
N: 1.712 1.535 0.596
C: 2.164 2.781 0.166
C: 2.545 3.745 1.099
C: 3.014 4.973 0.661
C: 3.105 5.244 -0.698
C: 2.720 4.286 -1.627
C: 2.246 3.055 -1.201
H: 2.466 3.527 2.156
H: 3.307 5.724 1.382
H: 3.469 6.205 -1.034
H: 2.781 4.501 -2.686
H: 1.914 2.309 -1.915
C: -1.169 0.560 2.352
Si: -1.871 -0.993 1.515
C: -3.673 -1.070 2.009
C: -0.976 -2.496 2.208
Si: -1.720 -0.939 -0.819
Te: 0.681 -1.476 -1.469
Si: -2.296 1.135 -1.774
C: -1.472 2.522 -0.816
C: -4.155 1.351 -1.685
C: -1.674 1.147 -3.537
Si: -2.870 -2.806 -1.703
C: -4.721 -2.551 -1.564
C: -2.362 -4.344 -0.765
C: -2.392 -2.953 -3.504
H: -1.053 0.347 3.420
H: -1.900 1.364 2.244
H: -0.226 1.015 2.011
H: -3.774 -1.024 3.096
H: -4.145 -1.990 1.663
H: -4.231 -0.232 1.586
H: -1.126 -2.551 3.290
H: 0.099 -2.502 2.007
H: -1.361 -3.415 1.767
H: -2.051 2.799 0.068
H: -1.380 3.410 -1.447
H: -0.466 2.256 -0.487
H: -4.485 1.454 -0.649
H: -4.697 0.514 -2.125
H: -4.451 2.257 -2.219
H: -0.587 1.038 -3.555
H: -1.931 2.092 -4.020
H: -2.094 0.336 -4.133
H: -5.045 -2.368 -0.539
H: -5.235 -3.447 -1.921
H: -5.058 -1.714 -2.176
H: -2.744 -4.337 0.258
H: -1.277 -4.451 -0.725
H: -2.769 -5.227 -1.262
H: -2.781 -2.116 -4.088
H: -2.811 -3.873 -3.919
H: -1.310 -2.985 -3.643

Its total charge is +1. For the largest force on an atom, the calculation gives 0.95 eV/A. Its molar mass is 602.39 g mol⁻¹.

The following is a DFT calculation (the ωB97M-V functional and the def2-TZVPD basis) of 4 unconnected molecules or ions with the total composition C17H38Br2N2O7 at a distorted geometry.

CARTESIAN COORDINATES (ANGSTROEM)
C: 2.255 -2.943 -0.061
O: 2.758 -3.621 -1.170
C: 1.804 -4.231 -1.983
C: 2.488 -4.872 -3.195
N: 3.262 -6.019 -2.681
C: 3.935 -6.706 -3.810
C: 4.822 -7.874 -3.218
O: 5.886 -7.330 -2.440
C: 6.539 -8.234 -1.632
H: 3.037 -2.525 0.574
H: 1.657 -3.490 0.668
H: 1.645 -2.096 -0.375
H: 1.080 -3.559 -2.445
H: 1.169 -4.884 -1.384
H: 3.110 -4.186 -3.769
H: 1.672 -5.220 -3.828
H: 3.978 -5.542 -2.152
H: 4.541 -6.017 -4.398
H: 3.172 -7.130 -4.463
H: 5.148 -8.495 -4.053
H: 4.171 -8.510 -2.618
H: 6.713 -9.265 -1.940
H: 5.978 -8.179 -0.699
H: 7.548 -7.852 -1.479
C: -5.372 6.283 -0.739
O: -4.967 4.900 -0.799
C: -3.589 4.705 -0.987
C: -3.312 3.232 -0.689
N: -3.397 2.855 0.667
C: -3.255 1.464 0.934
C: -3.234 1.227 2.488
O: -4.528 1.211 3.052
C: -4.616 1.274 4.460
H: -6.460 6.320 -0.688
H: -4.915 6.769 -1.601
H: -5.002 6.811 0.140
H: -3.055 5.328 -0.270
H: -3.347 5.104 -1.972
H: -2.295 3.059 -1.041
H: -4.046 2.658 -1.255
H: -4.274 3.228 1.002
H: -2.396 0.966 0.484
H: -4.119 0.969 0.489
H: -2.508 1.910 2.931
H: -2.840 0.233 2.696
H: -5.685 1.354 4.655
H: -4.210 2.244 4.748
H: -4.189 0.542 5.146
Br: 2.371 2.134 0.262
C: 0.992 1.666 1.579
C: 1.345 0.221 2.260
Br: 0.106 -0.372 3.683
H: 0.117 1.451 0.966
H: 0.900 2.547 2.214
H: 2.251 0.352 2.852
H: 1.374 -0.521 1.463
C: -0.771 6.378 0.986
C: -0.426 4.906 0.650
O: 0.443 4.622 1.729
C: 0.669 5.632 2.545
O: 1.418 5.641 3.530
O: 0.151 6.790 2.007
H: -1.713 6.542 1.510
H: -0.743 7.028 0.111
H: 0.115 4.771 -0.287
H: -1.358 4.342 0.641

As for the SMILES: COCCNCCOC.COCCNCCOC.O=C1OCCO1.BrCCBr. For the largest force on an atom, the calculation gives 4.36 eV/A. Its molar mass is 542.31 g mol⁻¹.

Number 1: HOMO-LUMO gap 10.7 eV, LUMO 0.0000 Eh, E_tot -11689.105 eV. Number 2: HOMO-LUMO gap 7.2 eV, LUMO -0.1185 Eh, E_tot -86805.539 eV. Number 3: HOMO-LUMO gap 9.5 eV, LUMO 0.0160 Eh, E_tot -175638.592 eV.